(1)
24
Properties=species:S:1:pos:R:3:forces:R:3 method="wB97M-V/def2-TZVPD" orbital_gap_ev=10.90 de_lowest_kcal_mol=88.5 total_charge=0 spin_multiplicity=1
O -0.8611 -0.4041 -0.6789 1.2 -4.1 -2.5
H -0.0921 -1.0274 -0.5823 -0.9 1.0 -0.3
H -0.6418 0.3583 -0.2401 0.9 3.1 1.7
O -1.6143 2.6595 1.4928 -0.9 -0.7 -1.3
H -2.2570 2.3666 0.7958 0.9 0.0 1.0
H -1.9652 3.5185 1.7029 0.0 0.7 0.4
O -5.3072 -1.2341 -2.0748 -0.7 -1.8 0.8
H -4.8354 -0.4480 -2.2352 0.9 1.5 -0.3
H -4.9008 -1.6195 -1.2780 -0.2 0.3 -0.5
O 2.3285 0.4119 -2.3082 -1.1 0.4 1.5
H 1.8033 -0.1284 -2.9147 0.0 0.2 0.3
H 1.7413 0.6155 -1.5204 0.9 -0.4 -1.7
O 4.3703 -1.5795 -1.4764 0.4 -5.7 -2.2
H 3.6935 -2.1669 -1.0963 0.5 0.5 -0.2
H 4.2701 -0.7980 -1.0857 -0.8 5.1 2.4
O 1.7709 -3.5321 2.4992 0.7 -1.7 -1.9
H 1.4090 -3.4000 3.3555 -0.5 -0.2 1.2
H 1.8245 -4.5170 2.3141 -0.2 1.9 0.7
O -2.3716 -0.4625 1.1532 0.6 -0.5 -0.5
H -2.3883 -0.5293 2.0877 -0.4 0.0 1.5
H -1.5032 -0.8609 0.9075 -1.4 0.4 0.0
O 2.2687 4.2787 0.4440 -3.0 0.8 0.7
H 1.4976 4.7721 0.9327 2.3 -1.4 -1.3
H 1.7602 3.7266 -0.1943 0.6 0.5 0.6



(2)
59
Properties=species:S:1:pos:R:3:forces:R:3 method="wB97M-V/def2-TZVPD" orbital_gap_ev=5.13 de_lowest_kcal_mol=0.0 total_charge=-1 spin_multiplicity=1
O -4.2344 -3.4975 0.1706 0.2 -0.3 -1.9
P -4.6807 -2.6050 -1.2358 -0.4 1.0 1.7
Cl -5.9507 -3.7572 -2.5035 0.5 -0.4 0.2
B -3.0250 -2.3091 -2.2303 -0.4 -0.6 -0.7
P -3.0221 -0.4023 -2.6854 0.2 -1.1 0.6
O -2.1562 -0.1604 -4.1499 -1.4 -0.2 0.2
I -5.4264 0.1840 -3.0547 0.2 0.1 -0.7
H -3.4801 -4.0460 -0.1091 -0.1 0.1 0.4
H -2.0994 -2.5315 -1.4972 0.2 0.2 0.1
H -2.9898 -2.9619 -3.2291 0.1 -0.2 -0.3
H -2.7942 0.2027 -4.7898 0.4 -0.2 0.0
C -2.6331 -4.1406 5.7670 0.1 0.0 -0.1
C -3.2459 -4.0476 4.5196 0.2 0.0 0.0
C -2.4754 -3.8889 3.3758 -0.2 0.0 0.0
C -1.0883 -3.8111 3.4766 -0.2 0.0 0.3
C -0.4752 -3.8798 4.7287 -0.2 0.0 0.0
C -1.2511 -4.0563 5.8729 -0.2 0.0 0.1
C 0.9960 -3.7488 4.8552 0.3 0.0 0.7
O 1.5331 -3.8124 5.9473 -0.1 0.0 -0.2
C 1.8024 -3.5302 3.6303 0.2 0.1 -0.2
C 3.1802 -3.3477 3.7366 0.2 0.0 -0.1
C 3.9454 -3.1555 2.5940 -0.2 0.0 0.1
C 3.3397 -3.1539 1.3398 -0.1 0.0 0.1
C 1.9672 -3.3299 1.2293 0.2 0.0 -0.1
C 1.1941 -3.5089 2.3749 0.3 0.0 0.0
C -0.2749 -3.6604 2.2472 -0.5 0.0 -0.8
O -0.8032 -3.6561 1.1529 0.1 -0.1 0.2
H -3.2355 -4.2735 6.6586 0.0 0.0 0.0
H -4.3255 -4.1006 4.4394 0.1 0.0 0.0
H -2.9576 -3.8216 2.4059 0.1 0.0 0.0
H -0.7793 -4.1236 6.8460 0.1 0.0 -0.1
H 3.6569 -3.3511 4.7097 -0.2 0.0 0.0
H 5.0161 -3.0085 2.6795 -0.1 0.0 0.0
H 3.9389 -3.0108 0.4479 -0.1 0.0 0.0
H 1.4991 -3.3231 0.2518 -0.1 0.0 0.2
C -1.8550 3.0647 -1.1548 0.3 0.1 -0.1
C -1.6177 2.2289 -2.2439 -0.1 0.4 -0.4
C -0.4874 2.4204 -3.0314 -0.1 0.1 0.2
C 0.4010 3.4553 -2.7386 -0.2 -0.1 0.1
C 0.1472 4.3074 -1.6598 0.0 0.0 0.0
C -0.9775 4.1012 -0.8625 -0.2 -0.2 0.0
C 1.0530 5.4399 -1.3649 -0.4 0.2 0.6
O 0.8370 6.1831 -0.4225 0.2 0.0 -0.2
C 2.2284 5.6636 -2.2424 0.3 0.1 -0.2
C 3.0596 6.7589 -2.0133 0.2 0.1 -0.1
C 4.1696 6.9699 -2.8205 -0.1 -0.1 0.0
C 4.4595 6.0830 -3.8541 -0.1 -0.1 0.0
C 3.6313 4.9939 -4.0892 0.2 0.2 0.0
C 2.5083 4.7870 -3.2898 0.3 0.2 0.0
C 1.6107 3.6396 -3.5727 -0.1 -0.7 -0.5
O 1.8653 2.8681 -4.4802 0.1 0.2 0.1
H -2.7317 2.9088 -0.5351 0.0 0.0 -0.1
H -2.3314 1.4072 -2.4780 0.9 1.3 0.5
H -0.3033 1.7649 -3.8739 0.1 0.1 0.0
H -1.1719 4.7506 -0.0168 0.1 0.1 -0.1
H 2.8400 7.4502 -1.2082 -0.1 -0.2 0.0
H 4.8117 7.8254 -2.6435 0.0 0.0 0.0
H 5.3304 6.2442 -4.4795 -0.1 0.0 0.0
H 3.8577 4.3087 -4.8975 -0.2 0.0 0.1



(3)
44
Properties=species:S:1:pos:R:3:forces:R:3 method="wB97M-V/def2-TZVPD" orbital_gap_ev="6.89 / 7.17" de_lowest_kcal_mol=11.0 s_squared=8.818 total_charge=+1 spin_multiplicity=6
Fe -0.1494 0.2851 0.2927 -0.6 -0.2 0.2
N 2.0725 -0.1495 0.0910 -0.1 0.0 0.1
N 2.6758 -0.4173 1.3281 0.0 0.1 0.1
C 1.9845 -0.4051 2.4981 0.1 -0.1 -0.3
N 2.7463 -0.4585 3.5957 -0.1 -0.1 0.1
S 0.3062 -0.3822 2.6099 0.1 0.2 -0.2
H 2.2118 -0.9389 -0.5344 0.0 0.0 0.0
H 2.5027 0.6836 -0.3091 -0.1 -0.1 0.0
H 3.6841 -0.4275 1.3474 0.0 0.0 0.0
H 3.7374 -0.6326 3.5600 0.0 0.0 0.0
H 2.2789 -0.5800 4.4784 0.0 0.0 0.0
C -4.6025 -0.2881 -0.3397 0.0 0.0 0.0
C -3.8316 -1.4809 -0.8130 0.0 0.0 0.0
C -4.4609 -2.5955 -1.3165 0.0 0.0 0.0
C -3.7322 -3.7088 -1.7337 0.1 0.0 0.0
C -2.3351 -3.7191 -1.6340 -0.1 0.0 0.0
C -1.6513 -2.6373 -1.1409 0.0 0.1 0.1
C -0.1568 -2.6751 -1.0214 -0.1 0.0 0.0
C -2.3817 -1.4507 -0.7160 -0.1 0.1 0.0
N -1.8028 -0.3738 -0.2552 0.3 -0.4 -0.1
H -5.6711 -0.4239 -0.5016 0.0 0.0 0.0
H -4.2720 0.6143 -0.8563 0.0 0.0 0.0
H -4.4242 -0.1164 0.7236 0.0 0.0 0.0
H -5.5426 -2.6087 -1.3866 0.0 0.0 0.0
H -4.2481 -4.5716 -2.1348 0.0 0.0 0.0
H -1.7868 -4.5989 -1.9501 0.0 0.0 0.0
H 0.2435 -3.6023 -1.4294 0.0 0.0 0.0
H 0.1499 -2.6043 0.0269 0.0 0.0 0.0
H 0.2964 -1.8459 -1.5708 0.0 0.1 -0.1
S 0.5445 2.5385 0.0756 0.8 0.5 -0.2
C 0.0324 4.1728 -0.0258 -0.4 -0.1 0.0
N 0.0576 4.8118 -1.1885 0.0 0.1 -0.1
C -0.2974 6.2246 -1.3527 0.0 -0.1 0.0
C -0.0145 6.9577 -0.0544 0.0 0.0 0.0
C -0.7252 6.2448 1.0813 0.0 -0.1 0.0
N -0.3516 4.8269 1.0630 0.0 0.1 0.1
H 0.3339 4.2653 -1.9874 0.0 0.0 0.0
H -1.3524 6.3102 -1.6184 0.0 0.0 0.0
H 0.2911 6.6283 -2.1729 0.0 0.0 0.0
H -0.3612 7.9868 -0.1238 0.0 0.0 0.0
H 1.0605 6.9715 0.1339 0.0 0.0 0.0
H -1.8072 6.3430 0.9790 0.0 0.0 0.0
H -0.4395 6.6567 2.0462 0.0 0.0 0.0
H -0.3721 4.2902 1.9146 0.0 0.0 0.0



(4)
105
Properties=species:S:1:pos:R:3:forces:R:3 method="wB97M-V/def2-TZVPD" orbital_gap_ev=6.63 total_charge=0 spin_multiplicity=1
C 6.9397 -2.9392 1.2813 -1.1 -0.4 -0.4
C 7.5475 -3.0016 -0.2408 0.7 0.0 0.4
C 8.1495 -1.5345 -0.7733 -0.9 -1.0 -1.2
C 6.9375 -0.4341 -1.0080 -0.2 -0.2 0.9
C 7.4348 1.1349 -0.9274 -0.3 -0.3 0.1
C 6.4364 1.9559 0.1178 0.2 0.7 -0.4
C 5.1674 2.6847 -0.6210 0.4 0.9 -0.5
C 4.1473 3.4786 0.4207 0.0 -0.6 -0.9
C 3.2027 2.4153 1.3013 1.4 1.0 -0.7
C 2.2966 1.6095 0.1987 0.3 -0.7 -0.1
C 0.9797 0.8427 0.8021 -3.6 -0.9 0.7
C -0.5402 1.3098 0.3260 -0.2 -2.1 1.6
C -1.9178 0.5309 0.8676 2.3 -1.2 1.2
C -1.8397 -0.7144 1.9297 2.8 1.8 -0.8
C -3.1604 -1.5509 2.5145 0.0 0.3 -0.8
C -3.5656 -2.6209 1.3022 0.7 -0.1 -0.2
C -3.0283 -4.1554 1.6517 -0.3 -0.1 0.2
C -4.2894 -5.2326 1.6998 0.9 -0.8 0.3
C -0.3119 -1.1874 2.4188 -0.5 2.5 -1.9
N -0.2997 -2.3767 3.3879 1.3 5.2 5.5
C -0.0079 -1.9262 4.6788 5.5 -1.8 1.8
O 0.6997 -1.7903 5.8343 -6.5 -1.0 -9.4
C 1.0784 -0.4426 1.8683 -3.0 1.8 -1.4
P 2.8292 -1.0374 2.4697 1.1 -3.5 2.4
N 2.7821 -2.5419 3.1299 0.3 3.3 -0.1
O 3.4787 -0.0025 3.7530 0.5 -1.7 -3.0
O 3.9563 -1.1880 1.1052 -3.7 0.5 0.8
C -3.4024 1.0408 0.2894 -3.1 0.4 2.1
O -4.5254 1.0533 1.0145 7.0 -0.3 -4.6
C -3.3591 1.5784 -1.2942 2.9 2.1 -1.5
C -4.5842 1.3044 -2.3803 1.1 -0.9 -0.1
C -4.1394 -0.0925 -3.1849 0.3 -0.4 1.0
C -5.4157 -0.9429 -3.7660 0.1 0.2 -0.8
C -4.9940 -2.4987 -4.1788 0.8 -0.4 0.4
C -3.3504 -2.6827 -4.3686 -0.1 -0.7 0.7
C -2.1167 2.3153 -1.7618 -3.1 -2.3 1.3
F -2.0599 2.7861 -3.1686 0.0 -1.2 4.5
C -0.8359 2.5733 -0.7172 2.2 3.9 -0.3
O -0.1674 3.7287 -0.7264 -3.9 -7.3 -0.1
H 7.1426 -1.8906 1.7760 -0.3 -2.2 -0.8
H 7.3085 -3.8461 1.9554 -0.6 2.2 -1.4
H 5.7625 -3.0809 1.1813 2.5 0.5 0.5
H 8.4484 -3.7719 -0.2165 -1.9 1.6 -0.3
H 6.7098 -3.4292 -0.9601 1.9 1.0 1.3
H 8.6113 -1.7649 -1.8342 -0.6 0.6 2.2
H 8.9946 -1.1708 -0.0478 -1.8 -0.5 -1.3
H 6.3055 -0.6461 -1.9960 1.6 0.3 2.0
H 6.1826 -0.5885 -0.1162 1.4 0.3 -1.8
H 7.4253 1.6299 -2.0061 -0.1 -0.9 2.3
H 8.5625 1.1902 -0.5552 -2.5 -0.2 -0.6
H 7.0997 2.7927 0.6022 -1.4 -1.4 -0.8
H 6.0114 1.2897 0.9820 1.1 1.0 -1.7
H 4.5795 1.9619 -1.3641 1.2 1.4 1.8
H 5.6298 3.5282 -1.3233 -1.0 -1.8 1.4
H 4.8010 4.1745 1.0990 -1.4 -1.4 -1.1
H 3.4508 4.1584 -0.2627 1.4 -1.4 1.6
H 2.5842 3.0891 2.0466 1.1 -1.8 -1.4
H 3.9944 1.7209 1.8631 -2.2 1.4 -1.0
H 2.0621 2.3774 -0.6715 -0.1 -1.7 2.0
H 2.9663 0.7644 -0.3139 -1.4 1.8 1.3
H -2.9232 -2.1171 3.5256 -0.2 1.3 -2.3
H -4.0764 -0.8448 2.7480 2.2 -1.2 -0.6
H -3.0306 -2.2264 0.3113 -1.2 -0.9 2.1
H -4.7174 -2.6298 1.0659 2.2 0.1 0.8
H -2.1977 -4.4711 0.8700 -1.9 0.5 1.6
H -2.5077 -4.1998 2.7231 -1.1 0.4 -2.4
H -3.9440 -6.1654 2.3543 -0.8 2.0 -1.4
H -4.5515 -5.6794 0.6332 0.3 1.2 2.2
H -5.2192 -4.7704 2.2468 1.8 -0.8 -1.3
H 3.1497 -2.4456 4.1234 -0.8 -0.3 -1.5
H 4.3645 -0.4509 3.9672 -1.7 0.8 -0.4
H 3.4015 -1.7279 0.4376 1.3 1.0 1.3
H -4.6469 2.1911 -3.1559 0.0 -1.7 1.9
H -5.6008 1.0516 -1.8554 2.1 0.9 -0.8
H -3.2955 0.1206 -3.9844 -1.9 -0.3 1.6
H -3.6337 -0.7685 -2.3418 -1.0 1.3 -1.8
H -6.2644 -0.9051 -2.9397 1.7 -0.3 -1.8
H -5.8433 -0.4591 -4.7677 0.9 -0.7 2.3
H -5.2910 -3.2230 -3.3015 0.5 1.4 -1.8
H -5.5139 -2.8785 -5.1574 0.8 1.0 1.9
H -2.9016 -2.7469 -3.2655 -0.7 0.4 -2.5
H -2.8560 -1.8221 -4.9924 -1.0 -1.7 1.3
H -3.0696 -3.7298 -4.8668 -0.8 2.3 1.0
C 0.5043 4.2720 -4.7015 0.0 0.0 0.0
C 1.6422 4.7429 -5.3480 -0.3 -0.1 0.1
C 1.5117 5.2159 -6.6439 -0.8 0.1 -0.6
N 0.3421 5.2431 -7.3196 0.1 -0.3 0.9
C -0.7450 4.7777 -6.6667 0.7 0.3 -0.5
C -0.7153 4.2889 -5.3705 0.2 0.0 0.1
H 0.5672 3.8947 -3.6850 0.0 0.1 -0.1
H 2.6075 4.7422 -4.8545 -0.1 0.0 -0.1
H 2.3699 5.5969 -7.1897 0.0 0.0 0.1
H -1.6721 4.8082 -7.2321 0.1 0.0 0.1
H -1.6204 3.9294 -4.8942 0.2 0.1 -0.2
C -7.5661 0.4617 6.5632 0.0 0.0 0.0
C -7.2612 -0.8873 6.7097 0.0 0.3 -0.1
C -6.3146 -1.4414 5.8629 0.5 0.4 -0.7
N -5.6716 -0.7475 4.8983 -0.7 0.4 0.6
C -5.9899 0.5597 4.7788 0.3 -0.8 0.0
C -6.9192 1.2034 5.5800 -0.1 -0.2 0.2
H -8.3019 0.9314 7.2095 0.1 -0.1 -0.1
H -7.7484 -1.4929 7.4655 0.1 0.0 -0.1
H -6.0399 -2.4894 5.9398 -0.1 0.1 0.0
H -5.4610 1.0946 3.9949 -0.1 0.0 0.0
H -7.1342 2.2568 5.4407 0.0 -0.1 0.0



The following E_tot values (in hartree) correspond, in order, to the records above: -611.44152, -2996.05960, -2896.98043, -2592.13740.